Record 1
Entry from the Open Molecules 2025 dataset: C4H4O in the gas phase at a distorted geometry (wB97M-V/def2-TZVPD).

Computed properties:
2S+1 ... 3
Maximum force ... 6.63 eV/A
Energy relative to the best compared isomer or geometry (same formula, charge and spin) ... 4.575 eV
Orbital gap (alpha / beta) ... 6.70 / 6.26 eV
Molecular weight ... 68.08 u

Geometry (Å):
C: 0.6656 -1.9946 0.4605
C: 0.9926 -0.9669 -0.0669
C: -1.0267 0.8171 -0.2924
C: 0.1689 1.2436 -0.0059
O: 1.2927 0.5628 -0.1642
H: 0.2739 -3.0439 0.4935
H: -1.8813 1.3720 -0.1198
H: -0.9113 -0.2081 -0.5501
H: 0.4256 2.2180 0.2452

Here are the Mulliken charges for atoms 1 to 5, given in e: number 1, C, carries -0.050; number 2, C, carries -0.641; number 3, C, carries -0.576; number 4, C, carries 0.076; number 5, O, carries -0.113

=====

Record 2
Entry from the Open Molecules 2025 dataset: a 2-piece molecular cluster, C4H4O overall at a distorted geometry (wB97M-V/def2-TZVPD).

Computed properties:
2S+1 ... 3
Maximum force ... 6.34 eV/A
Energy relative to the best compared isomer or geometry (same formula, charge and spin) ... 6.003 eV
Orbital gap (alpha / beta) ... 8.08 / 6.14 eV
Molecular weight ... 68.08 u

Geometry (Å):
C: 0.6064 0.5477 -0.4251
C: 0.6893 -0.2308 0.8057
C: 0.4098 -0.9517 -0.4979
C: -0.5831 -0.1283 0.0785
O: -2.6192 -0.1629 0.0629
H: 1.0445 1.4561 -0.9747
H: 1.0533 -0.6590 1.7418
H: 0.8734 -1.7428 -1.0379
H: -2.8536 -1.1443 0.2283

Here are the Mulliken charges for atoms 1 to 5, given in e: number 1, C, carries -0.123; number 2, C, carries -0.268; number 3, C, carries -0.206; number 4, C, carries -0.376; number 5, O, carries -0.559

=====

Record 3
Entry from the Open Molecules 2025 dataset: C4H4O2 in the gas phase at a distorted geometry (wB97M-V/def2-TZVPD).

Computed properties:
2S+1 ... 1
SMILES string ... O=C1CC=CO1
Maximum force ... 4.77 eV/A
Energy relative to the best compared isomer or geometry (same formula, charge and spin) ... 1.264 eV
Orbital gap ... 9.55 eV
Molecular weight ... 84.07 u

Geometry (Å):
O: -1.0766 0.8676 2.1116
C: -0.7380 0.3593 1.0408
C: 0.6215 -0.2165 0.6914
C: 0.5652 -0.5570 -0.7929
C: -0.5384 0.2050 -1.2206
O: -1.3612 0.7031 -0.2882
H: 1.2298 0.6371 0.6519
H: 0.9871 -0.8888 1.4809
H: 1.0994 -1.4573 -1.3381
H: -0.7888 0.3477 -2.3370

Here are the Mulliken charges for atoms 1 to 5, given in e: number 1, O, carries -0.495; number 2, C, carries 0.405; number 3, C, carries -0.233; number 4, C, carries -0.383; number 5, C, carries -0.134

=====

Record 4
Entry from the Open Molecules 2025 dataset: C4H4O2 in the gas phase at a distorted geometry (wB97M-V/def2-TZVPD).

Computed properties:
2S+1 ... 1
SMILES string ... C[C@]12O[C@H]1C2=O
Maximum force ... 2.71 eV/A
Energy relative to the best compared isomer or geometry (same formula, charge and spin) ... 3.523 eV
Orbital gap ... 9.97 eV
Molecular weight ... 84.07 u

Geometry (Å):
C: 1.2772 0.4319 0.1738
C: 0.1580 -0.4414 -0.1395
O: -0.3139 -0.6587 -1.4405
C: -1.3530 -0.1354 -0.6137
C: -1.0475 -0.8343 0.6568
O: -1.4504 -1.1077 1.7405
H: 2.2695 -0.2070 0.1689
H: 0.8872 1.0364 1.1114
H: 1.2935 1.0813 -0.7200
H: -1.7206 0.8350 -0.9376

Here are the Mulliken charges for atoms 1 to 5, given in e: number 1, C, carries -0.844; number 2, C, carries 0.471; number 3, O, carries -0.341; number 4, C, carries -0.335; number 5, C, carries 0.545